(1)
{"formula": "C28H27Br2F6N3O9S2Sc", "method": "the ωB97M-V functional and the def2-TZVPD basis", "symbols": ["Sc", "O", "C", "O", "C", "C", "C", "N", "C", "C", "C", "O", "O", "H", "H", "H", "F", "C", "F", "F", "S", "O", "O", "N", "S", "O", "O", "C", "F", "F", "F", "C", "C", "C", "C", "C", "C", "C", "Br", "C", "O", "C", "C", "C", "C", "C", "C", "H", "H", "H", "H", "H", "H", "H", "H", "H", "H", "H", "H", "H", "H", "H", "H", "H", "H", "H", "H", "Br", "C", "C", "C", "N", "C", "C", "H", "H", "H", "H"], "coordinates": [[0.06571, -0.46241, 1.84826], [4.52806, -6.02479, 1.36612], [3.30682, -6.15155, 1.18646], [2.60765, -7.14011, 0.90210], [2.49935, -4.82948, 1.33797], [1.12105, -4.82144, 1.16152], [0.42120, -3.64122, 1.30780], [1.02535, -2.48740, 1.61504], [2.36264, -2.48573, 1.76451], [3.12668, -3.62543, 1.64164], [2.95089, -1.11893, 2.03153], [4.13663, -0.93648, 2.16486], [2.03239, -0.17930, 2.07431], [0.63104, -5.75276, 0.91297], [-0.65424, -3.60048, 1.18083], [4.19951, -3.59689, 1.76896], [-1.52663, -3.77862, 5.81754], [-1.16800, -3.44996, 4.58051], [-1.31793, -4.50100, 3.78605], [0.10533, -3.06968, 4.58154], [-2.23308, -2.07027, 3.97144], [-1.61645, -1.69900, 2.69766], [-3.55244, -2.59500, 3.92018], [-2.11288, -0.94702, 5.05332], [-1.05687, 0.20793, 5.03324], [-0.00129, 0.01683, 4.04451], [-1.65696, 1.50040, 5.10578], [-0.18520, -0.02478, 6.63845], [0.34535, -1.24006, 6.70744], [0.77957, 0.88436, 6.73645], [-1.04471, 0.13600, 7.64052], [-1.62817, 3.44974, -4.96545], [-2.40256, 2.16381, -4.64405], [-3.86975, 2.53175, -4.42467], [-2.32116, 1.21091, -5.84471], [-1.78922, 1.49498, -3.41502], [-2.50371, 1.25114, -2.25662], [-1.86888, 0.65812, -1.17774], [-2.87803, 0.25653, 0.38494], [-0.52394, 0.29081, -1.17802], [0.03392, -0.22656, -0.10160], [0.20666, 0.49664, -2.37629], [-0.44778, 1.09682, -3.43953], [1.66688, 0.04519, -2.48243], [2.54293, 0.77989, -1.45575], [1.76133, -1.47345, -2.25585], [2.24369, 0.33873, -3.86944], [-2.05006, 3.93669, -5.84840], [-0.57583, 3.24360, -5.16497], [-1.68002, 4.14860, -4.12823], [-4.26364, 3.01157, -5.32282], [-3.98861, 3.22975, -3.59350], [-4.47975, 1.64883, -4.22398], [-2.75054, 1.68173, -6.73274], [-2.87112, 0.29005, -5.64215], [-1.28933, 0.94111, -6.07280], [-3.54866, 1.51117, -2.16871], [0.11125, 1.26971, -4.34899], [2.26178, 0.52501, -0.43761], [2.46264, 1.86277, -1.58796], [3.58895, 0.49712, -1.59401], [1.39291, -1.75680, -1.27336], [2.80223, -1.79576, -2.33423], [1.18256, -2.00943, -3.01171], [2.25321, 1.40922, -4.08924], [1.69090, -0.17533, -4.65888], [3.27495, -0.01608, -3.90249], [0.10923, 6.57736, 1.47087], [0.04887, 4.69723, 1.63592], [-1.09755, 4.08381, 2.10437], [-1.09666, 2.70456, 2.19713], [-0.04895, 1.94991, 1.86111], [1.05672, 2.56281, 1.42526], [1.14999, 3.93726, 1.29163], [-1.96889, 4.65305, 2.39127], [-1.97424, 2.18814, 2.56028], [1.89551, 1.92122, 1.19070], [2.06138, 4.39035, 0.93093]], "total_energy_ev": -251142.2568, "multiplicity": 1, "charge": -1}

---

(2)
{"formula": "C28H27F2N2O2", "method": "the ωB97M-V functional and the def2-TZVPD basis", "symbols": ["C", "C", "C", "F", "C", "C", "C", "C", "C", "C", "F", "C", "C", "C", "C", "C", "C", "H", "H", "H", "H", "H", "H", "H", "H", "H", "H", "H", "H", "H", "O", "C", "C", "C", "C", "C", "C", "C", "C", "O", "N", "C", "C", "C", "C", "C", "N", "H", "H", "H", "H", "H", "H", "H", "H", "H", "H", "H", "H", "H", "H"], "coordinates": [[4.58082, 1.49661, 3.59426], [3.32346, 0.74321, 3.39315], [2.08257, 1.31040, 3.68716], [2.06880, 2.57130, 4.22811], [0.88164, 0.67022, 3.47427], [0.86177, -0.61110, 2.81472], [-0.32251, -1.18602, 2.29655], [-1.62686, -0.60949, 2.53618], [-1.87295, 0.78418, 2.34994], [-3.08990, 1.32728, 2.70402], [-3.26493, 2.68601, 2.59894], [-4.15096, 0.57547, 3.20593], [-5.43056, 1.23988, 3.56139], [-3.93001, -0.80126, 3.36209], [-2.72319, -1.38983, 3.00583], [2.13379, -1.25949, 2.72087], [3.31472, -0.57275, 2.90936], [5.41885, 0.80513, 3.48441], [4.70176, 2.29132, 2.84896], [4.63544, 1.95724, 4.58544], [-0.04294, 1.15591, 3.77537], [-0.27711, -2.04367, 1.64150], [-1.08070, 1.42604, 1.96934], [-6.17950, 0.48045, 3.79607], [-5.33013, 1.89503, 4.43576], [-5.80911, 1.85338, 2.73606], [-4.73800, -1.40570, 3.78126], [-2.56689, -2.46291, 3.14129], [2.17578, -2.32463, 2.50910], [4.26682, -1.05447, 2.68209], [3.71998, -2.85088, -0.20335], [3.76863, -3.68361, -1.10509], [4.94055, -4.38490, -1.69315], [4.47814, -5.40743, -2.50639], [5.34985, -6.29099, -3.12775], [6.72796, -6.09320, -2.94579], [7.19792, -5.04466, -2.13058], [6.29817, -4.19112, -1.47321], [2.99148, -5.38823, -2.49647], [2.19867, -6.19072, -2.96792], [2.66100, -4.22579, -1.77144], [1.26431, -3.86431, -1.43218], [0.83054, -4.45978, -0.10298], [-0.49593, -5.22775, -0.09132], [-0.84310, -5.31011, 1.41198], [0.17994, -4.39787, 2.11743], [0.66014, -3.52239, 1.01290], [4.94006, -7.09626, -3.73438], [7.44458, -6.75705, -3.43400], [8.27352, -4.90533, -2.00774], [6.61817, -3.38620, -0.81382], [1.20798, -2.76963, -1.42592], [0.65385, -4.27647, -2.24074], [1.61115, -5.18509, 0.21028], [-1.24827, -4.64084, -0.63419], [-0.38301, -6.19810, -0.58505], [-1.85754, -4.93935, 1.58729], [-0.78138, -6.33629, 1.78362], [-0.24193, -3.80451, 2.93280], [1.01076, -5.01046, 2.51788], [1.57214, -3.10768, 1.19195]], "relative_energy_ev": 0.000, "total_energy_ev": -41977.7619, "multiplicity": 1, "charge": 1}